(1)
DFT (ωB97M-V/def2-TZVPD) results for C14H13ClN4O8Pd as an isolated structure.

```
41
C14H13ClN4O8Pd (ωB97M-V/def2-TZVPD)
H -1.27 -3.05 -3.95
H 1.86 0.51 -2.73
N 0.50 -0.87 1.91
C -0.36 -1.84 2.26
C 0.85 -0.39 4.20
Cl 3.28 1.06 0.07
H -3.20 3.20 -0.40
O -0.90 1.90 1.14
C 0.05 -1.52 -4.75
H -1.17 5.02 0.46
H -2.65 4.78 1.11
H -0.23 -1.60 5.61
H -1.00 2.79 1.56
H -1.35 -2.93 3.78
O 3.24 1.67 1.37
H -0.15 -1.74 -5.79
O 1.85 0.99 -0.44
N -1.83 4.31 0.75
C 1.18 -0.26 -3.06
O -1.68 -3.63 -1.51
O -1.53 1.10 -0.84
C 0.94 -0.52 -4.40
C -0.92 -2.71 -1.30
H 1.78 0.62 2.53
H 1.36 0.21 4.94
C -2.13 3.37 -0.31
O 3.98 1.88 -0.87
Pd 0.71 -0.70 -0.11
C -1.00 -2.63 1.14
C 1.09 -0.15 2.86
O -1.82 -3.48 1.36
N -0.52 -2.20 -0.08
H -1.78 3.69 -1.29
N 0.57 -0.97 -2.11
C -0.65 -2.13 3.58
O 3.80 -0.27 0.12
C -0.57 -2.25 -3.75
H 1.45 0.07 -5.15
C -0.28 -1.94 -2.44
C -1.49 2.00 -0.05
C -0.03 -1.39 4.57
```

net charge = 0
HOMO level = -0.34453 hartree
relative energy (zero: lowest compared OMol25 entry of this formula, charge and spin) = 0.0723 eV
spin multiplicity = 1
frontier orbital gap = 8.99 eV
LUMO energy = -0.38 eV

How is the electron density shared among the atoms? According to Löwdin, the charges in e are: number 1, H, carries 0.126; number 2, H, carries 0.111; number 3, N, carries -0.002; number 4, C, carries -0.166; number 5, C, carries -0.029; number 6, Cl, carries 0.684; number 7, H, carries 0.130; number 8, O, carries 0.087; number 9, C, carries -0.034; number 10, H, carries 0.089; number 11, H, carries 0.084; number 12, H, carries 0.114; number 13, H, carries 0.096; number 14, H, carries 0.126; number 15, O, carries -0.332; number 16, H, carries 0.114; number 17, O, carries -0.503; number 18, N, carries 0.007; number 19, C, carries -0.074; number 20, O, carries 0.120; number 21, O, carries 0.070; number 22, C, carries -0.030; number 23, C, carries -0.417; number 24, H, carries 0.089; number 25, H, carries 0.113; number 26, C, carries -0.149; number 27, O, carries -0.301; number 28, Pd, carries 1.058; number 29, C, carries -0.423; number 30, C, carries -0.078; number 31, O, carries 0.117; number 32, N, carries 0.001; number 33, H, carries 0.128; number 34, N, carries -0.008; number 35, C, carries 0.016; number 36, O, carries -0.329; number 37, C, carries 0.020; number 38, H, carries 0.112; number 39, C, carries -0.164; number 40, C, carries -0.540; number 41, C, carries -0.035

***

(2)
DFT (ωB97M-V/def2-TZVPD) results for C14H13FeNS as an isolated structure.

```
30
C14H13FeNS (ωB97M-V/def2-TZVPD)
S 0.37 0.99 2.50
C 0.61 -1.43 1.50
C -0.03 0.66 0.83
H -1.58 -0.03 -1.64
H -1.18 4.12 -3.06
H -0.12 3.38 1.06
C 1.11 -2.75 3.92
C 1.02 -1.37 3.91
C 0.70 -2.83 1.51
H -0.19 -0.40 -4.13
C -0.65 3.90 -0.99
H 1.32 -3.28 4.85
H -0.55 4.97 -0.81
H 1.29 -1.03 -3.22
C -0.49 1.64 -0.12
H -1.41 1.63 -3.45
H 0.57 -3.37 0.57
C -0.87 1.18 -1.42
C -1.12 2.06 -2.48
H -0.25 -2.08 -3.46
C -0.41 3.02 0.09
Fe 0.04 -0.47 -1.68
C -0.99 3.43 -2.24
H -1.46 -0.70 -2.08
N 0.23 -0.59 0.43
H 0.98 -4.58 2.75
C 0.93 -3.49 2.72
H 1.16 -0.76 4.80
C 0.73 -0.72 2.72
C 0.23 -1.09 -3.39
```

<S²> = 6.045
net charge = 0
HOMO level (spin up / spin down) = -0.22600 / -0.28476 hartree
relative energy (zero: lowest compared OMol25 entry of this formula, charge and spin) = 0.3200 eV
spin multiplicity = 5
frontier orbital gap (spin up / spin down) = 5.83 / 7.22 eV
LUMO energy (spin up / spin down) = -0.32 / -0.53 eV

How is the electron density shared among the atoms? According to Löwdin, the charges in e are: number 1, S, carries 1.105; number 2, C, carries -0.265; number 3, C, carries -0.508; number 4, H, carries 0.039; number 5, H, carries 0.104; number 6, H, carries 0.088; number 7, C, carries -0.079; number 8, C, carries -0.100; number 9, C, carries -0.017; number 10, H, carries 0.005; number 11, C, carries -0.083; number 12, H, carries 0.103; number 13, H, carries 0.104; number 14, H, carries -0.035; number 15, C, carries -0.242; number 16, H, carries 0.108; number 17, H, carries 0.116; number 18, C, carries -0.282; number 19, C, carries -0.071; number 20, H, carries 0.010; number 21, C, carries -0.037; number 22, Fe, carries 0.540; number 23, C, carries -0.082; number 24, H, carries 0.046; number 25, N, carries 0.018; number 26, H, carries 0.104; number 27, C, carries -0.075; number 28, H, carries 0.108; number 29, C, carries -0.450; number 30, C, carries -0.271

***

(3)
DFT (ωB97M-V/def2-TZVPD) results for C14H13InN4O4 as an isolated structure.

```
36
C14H13InN4O4 (ωB97M-V/def2-TZVPD)
H -2.40 5.26 -1.74
O 1.46 1.37 0.71
C -0.40 -4.27 1.61
H 1.98 -1.87 1.48
H 3.71 -0.73 1.00
N -0.55 2.05 -0.56
H 1.65 -4.20 2.31
N 2.17 -0.73 -0.44
C -0.55 4.42 -1.02
C -1.11 -2.25 0.55
H 1.99 -1.84 -0.17
H -2.39 -3.96 0.80
H -0.59 -5.28 1.96
H -3.59 3.05 -1.68
C -1.88 4.37 -1.41
C -2.15 -1.42 -0.13
N 0.09 -1.65 0.73
H 4.07 0.19 -0.49
C -1.40 -3.54 0.97
C 0.84 -3.67 1.81
O 3.55 1.91 1.51
N -1.66 -0.22 -0.40
C -2.51 0.69 -0.89
C 0.06 3.25 -0.61
H 0.20 -1.36 -1.26
In 0.30 0.16 -0.29
O -3.25 -1.93 -0.33
C -2.55 3.15 -1.38
H 1.10 3.23 -0.29
O -3.68 0.61 -1.26
C -1.85 2.02 -0.95
C 1.03 -2.37 1.35
H 2.30 -0.93 -1.57
C 3.29 -0.08 0.23
C 2.71 1.20 0.88
H 0.00 5.36 -1.03
```

net charge = 0
HOMO level = -0.28112 hartree
spin multiplicity = 1
frontier orbital gap = 7.08 eV
LUMO energy = -0.57 eV

How is the electron density shared among the atoms? According to Löwdin, the charges in e are: number 1, H, carries 0.115; number 2, O, carries -0.104; number 3, C, carries -0.031; number 4, H, carries 0.106; number 5, H, carries 0.121; number 6, N, carries 0.035; number 7, H, carries 0.114; number 8, N, carries -0.162; number 9, C, carries -0.026; number 10, C, carries -0.173; number 11, H, carries 0.130; number 12, H, carries 0.129; number 13, H, carries 0.114; number 14, H, carries 0.127; number 15, C, carries -0.029; number 16, C, carries -0.438; number 17, N, carries -0.034; number 18, H, carries 0.128; number 19, C, carries 0.038; number 20, C, carries -0.023; number 21, O, carries 0.016; number 22, N, carries 0.013; number 23, C, carries -0.427; number 24, C, carries -0.066; number 25, H, carries 0.029; number 26, In, carries 0.662; number 27, O, carries 0.103; number 28, C, carries 0.030; number 29, H, carries 0.121; number 30, O, carries 0.101; number 31, C, carries -0.143; number 32, C, carries -0.133; number 33, H, carries 0.160; number 34, C, carries -0.148; number 35, C, carries -0.569; number 36, H, carries 0.113

***

(4)
DFT (ωB97M-V/def2-TZVPD) results for C14H13N11O2Re as an isolated structure.

```
41
C14H13N11O2Re (ωB97M-V/def2-TZVPD)
Re 0.67 -0.79 -1.00
N 1.50 -2.88 -3.63
N -1.00 -0.50 -3.42
N 0.01 -1.15 -2.84
C -2.39 0.45 3.17
H -3.52 -0.06 0.03
C 0.46 -2.01 -3.80
N 3.67 -3.49 -1.06
C 2.12 1.80 0.52
H -3.58 1.09 4.82
C -4.74 0.91 3.03
C -3.56 0.19 1.08
N 1.99 -2.21 -1.36
C -2.38 0.13 1.82
H -0.31 3.87 -0.53
N -1.12 -0.90 -4.62
C 1.02 2.22 -0.29
H 1.77 -3.46 -4.41
C -3.57 0.84 3.77
N -0.24 -1.84 -4.91
C 2.20 0.49 0.94
H -5.66 1.22 3.51
C -1.14 -0.20 1.13
H 1.19 4.01 -1.43
H 3.81 0.39 2.32
C 3.47 -0.14 1.43
H 4.26 -0.08 0.68
H 1.20 4.27 0.32
N 2.96 -2.62 -0.50
C -4.73 0.58 1.69
O 0.31 1.41 -0.93
N 1.06 -0.27 0.96
N 0.03 0.11 1.68
O -1.16 -0.67 -0.07
H -1.46 0.40 3.73
C 2.22 -2.96 -2.49
C 0.76 3.69 -0.48
H 3.30 -1.19 1.67
N 3.26 -3.75 -2.30
H 2.94 2.48 0.68
H -5.64 0.64 1.11
```

<S²> = 0.819
net charge = 0
HOMO level (spin up / spin down) = -0.30536 / -0.30952 hartree
relative energy (zero: lowest compared OMol25 entry of this formula, charge and spin) = 2.1937 eV
spin multiplicity = 2
frontier orbital gap (spin up / spin down) = 5.92 / 6.07 eV
LUMO energy (spin up / spin down) = -2.39 / -2.35 eV

How is the electron density shared among the atoms? According to Löwdin, the charges in e are: number 1, Re, carries 1.656; number 2, N, carries 0.166; number 3, N, carries -0.057; number 4, N, carries -0.198; number 5, C, carries -0.023; number 6, H, carries 0.119; number 7, C, carries -0.414; number 8, N, carries -0.052; number 9, C, carries 0.005; number 10, H, carries 0.104; number 11, C, carries -0.077; number 12, C, carries -0.010; number 13, N, carries -0.196; number 14, C, carries -0.152; number 15, H, carries 0.098; number 16, N, carries -0.065; number 17, C, carries -0.407; number 18, H, carries 0.163; number 19, C, carries -0.075; number 20, N, carries 0.048; number 21, C, carries -0.316; number 22, H, carries 0.103; number 23, C, carries -0.409; number 24, H, carries 0.101; number 25, H, carries 0.093; number 26, C, carries -0.031; number 27, H, carries 0.089; number 28, H, carries 0.085; number 29, N, carries -0.061; number 30, C, carries -0.070; number 31, O, carries -0.094; number 32, N, carries -0.160; number 33, N, carries 0.111; number 34, O, carries -0.134; number 35, H, carries 0.109; number 36, C, carries -0.407; number 37, C, carries 0.012; number 38, H, carries 0.066; number 39, N, carries 0.051; number 40, H, carries 0.122; number 41, H, carries 0.106

***

(5)
DFT (ωB97M-V/def2-TZVPD) results for C14H13N8O4Zn as an isolated structure.

```
40
C14H13N8O4Zn (ωB97M-V/def2-TZVPD)
C -1.68 -1.41 3.62
N -3.03 0.78 2.41
N -1.28 0.97 0.85
Zn 0.54 0.13 0.42
N 2.33 -2.40 -2.42
H 2.64 -3.19 -2.96
O 1.39 1.56 -0.62
C 0.35 -2.68 3.68
H 1.53 -3.98 0.05
O 2.72 1.86 -2.40
O 3.97 0.32 -4.18
C 2.10 -0.33 -1.80
C -3.64 1.81 1.74
O 4.00 -1.89 -4.49
H -1.32 -3.03 4.98
N -1.31 2.70 -0.69
C 0.83 -1.90 2.65
H -2.67 -1.18 3.96
N 1.35 -1.12 -0.96
C -1.13 -0.67 2.59
C 1.51 -2.37 -1.35
N -3.10 2.47 0.71
H 0.98 -3.46 4.09
H 1.82 -2.04 2.23
C -1.88 0.43 1.91
H 0.74 -4.35 -1.48
H -5.26 1.70 2.95
C 2.72 -1.12 -2.72
N -4.84 2.17 2.17
C 3.63 -0.91 -3.89
H 3.56 0.98 -3.56
C -1.91 2.05 0.30
H -0.07 -3.31 -0.31
H -5.32 2.93 1.71
C -0.92 -2.43 4.17
N 0.10 -0.91 2.12
H -0.33 2.52 -0.91
C 0.89 -3.57 -0.74
H -1.77 3.51 -1.06
C 2.10 1.15 -1.62
```

net charge = +1
HOMO level = -0.46844 hartree
spin multiplicity = 1
frontier orbital gap = 8.76 eV
LUMO energy = -3.99 eV

How is the electron density shared among the atoms? According to Löwdin, the charges in e are: number 1, C, carries 0.027; number 2, N, carries 0.192; number 3, N, carries 0.097; number 4, Zn, carries 0.840; number 5, N, carries 0.203; number 6, H, carries 0.186; number 7, O, carries -0.106; number 8, C, carries -0.017; number 9, H, carries 0.090; number 10, O, carries 0.101; number 11, O, carries 0.165; number 12, C, carries -0.113; number 13, C, carries -0.411; number 14, O, carries 0.131; number 15, H, carries 0.126; number 16, N, carries 0.214; number 17, C, carries -0.094; number 18, H, carries 0.123; number 19, N, carries 0.082; number 20, C, carries -0.176; number 21, C, carries -0.314; number 22, N, carries 0.190; number 23, H, carries 0.122; number 24, H, carries 0.123; number 25, C, carries -0.278; number 26, H, carries 0.094; number 27, H, carries 0.121; number 28, C, carries -0.048; number 29, N, carries 0.200; number 30, C, carries -0.474; number 31, H, carries 0.082; number 32, C, carries -0.408; number 33, H, carries 0.085; number 34, H, carries 0.124; number 35, C, carries -0.006; number 36, N, carries 0.030; number 37, H, carries 0.083; number 38, C, carries 0.017; number 39, H, carries 0.130; number 40, C, carries -0.532

***

(6)
DFT (ωB97M-V/def2-TZVPD) results for one molecule with the formula C14H13NO4S2.

```
34
C14H13NO4S2 (ωB97M-V/def2-TZVPD)
C 6.52 -1.48 -0.38
C -1.69 -0.71 0.84
H -3.17 2.01 1.66
C -0.82 1.45 0.56
O -0.89 2.66 0.51
H -3.14 2.66 -0.66
H -4.08 1.29 -2.47
H 2.74 -0.65 0.15
O -5.51 -0.32 -0.50
S 0.02 -1.06 0.59
C -4.53 -0.45 -1.39
C 2.82 0.43 0.07
C 0.39 0.64 0.43
O -4.35 -1.46 -2.01
H 6.71 -2.53 -0.34
C 6.53 0.73 -0.52
H -3.90 0.42 1.28
H 4.11 2.07 -0.23
H 1.67 2.25 0.13
H 6.83 1.75 -0.62
C 1.62 1.17 0.21
S -2.81 -1.86 1.14
H -6.00 -1.15 -0.41
C 5.24 0.28 -0.29
C -3.75 1.79 -0.40
O 5.25 -1.08 -0.21
H -4.78 2.12 -0.24
C 7.35 -0.41 -0.57
H -2.68 0.49 -1.78
C 4.02 1.00 -0.15
C -3.70 0.80 -1.56
C -3.24 1.21 0.92
N -1.92 0.63 0.78
H 8.41 -0.44 -0.73
```

net charge = 0
HOMO level = -0.28944 hartree
spin multiplicity = 1
SMILES = O=C(O)CCCN1C(=O)/C(=C/C=C/c2ccco2)SC1=S
frontier orbital gap = 6.79 eV
LUMO energy = -1.09 eV

How is the electron density shared among the atoms? According to Löwdin, the charges in e are: number 1, C, carries -0.103; number 2, C, carries -1.074; number 3, H, carries 0.136; number 4, C, carries -0.449; number 5, O, carries 0.108; number 6, H, carries 0.110; number 7, H, carries 0.134; number 8, H, carries 0.101; number 9, O, carries 0.089; number 10, S, carries 1.031; number 11, C, carries -0.576; number 12, C, carries -0.087; number 13, C, carries -0.424; number 14, O, carries 0.093; number 15, H, carries 0.124; number 16, C, carries -0.007; number 17, H, carries 0.076; number 18, H, carries 0.128; number 19, H, carries 0.130; number 20, H, carries 0.113; number 21, C, carries -0.080; number 22, S, carries 0.713; number 23, H, carries 0.138; number 24, C, carries -0.284; number 25, C, carries -0.157; number 26, O, carries 0.057; number 27, H, carries 0.119; number 28, C, carries -0.055; number 29, H, carries 0.127; number 30, C, carries 0.004; number 31, C, carries -0.085; number 32, C, carries -0.149; number 33, N, carries -0.100; number 34, H, carries 0.103

***

no.,energy (a.u.)
1,-1950.15199
2,-2257.73243
3,-1251.30856
4,-1372.25043
5,-3059.68440
6,-1693.39250